# 1
Computed, not measured: a cluster of 10 separate species, C4H28O10 in total, with ωB97M-V with the def2-TZVPD basis set.

As for the highest occupied orbital energy: -0.2986 Eh. Its energy above the lowest of the compared OMol25 structures with the same formula, charge and spin is 263.3 kJ/mol. The total charge is 0. Its spin multiplicity is 1.

Each line ends with the Löwdin charge.
Geometry (Å):
1 O -0.650 -0.089 -1.139  0.17
2 H 0.176 0.354 -0.742  0.07
3 H -1.354 0.594 -1.255  0.07
4 H -0.845 -0.826 -0.497  0.08
5 O -2.978 -1.967 2.407  0.28
6 H -2.953 -2.836 2.855  0.18
7 H -2.599 -1.386 3.103  0.18
8 H -2.270 -1.987 1.690  0.11
9 C 3.423 -0.279 0.253  -0.08
10 C 2.846 1.033 -0.256  -0.56
11 C 3.228 1.348 -1.714  -0.06
12 O 1.454 0.980 -0.045  -0.34
13 H 2.910 -1.081 -0.286  0.08
14 H 3.321 -0.487 1.318  0.07
15 H 4.499 -0.363 0.062  0.07
16 H 3.224 1.823 0.407  0.13
17 H 2.814 0.634 -2.432  0.08
18 H 4.309 1.263 -1.839  0.07
19 H 2.817 2.312 -2.010  0.05
20 C 0.083 -3.286 0.551  -0.25
21 O -0.907 -2.281 0.492  -0.43
22 H 0.978 -3.010 1.117  0.06
23 H -0.384 -4.174 0.998  0.06
24 H 0.378 -3.625 -0.448  0.07
25 O 0.712 3.552 -1.401  -0.07
26 H 0.726 3.398 -2.349  0.02
27 H 1.166 2.774 -1.021  -0.01
28 O 0.545 -0.361 2.312  -0.09
29 H 0.936 0.077 1.528  -0.01
30 H 0.341 -1.251 2.006  -0.02
31 O -1.972 2.023 -2.203  -0.03
32 H -2.363 1.601 -2.976  0.07
33 H -1.291 2.604 -2.556  0.04
34 O -3.530 -2.997 -0.715  -0.08
35 H -3.565 -2.221 -1.280  0.03
36 H -2.599 -3.061 -0.448  0.00
37 O -2.961 0.838 0.469  -0.06
38 H -3.731 0.793 1.041  0.04
39 H -2.405 1.530 0.864  0.02
40 O -0.751 2.530 1.654  -0.06
41 H -0.758 3.419 1.284  0.05
42 H -0.016 2.085 1.203  0.01



# 2
Computed, not measured: a cluster of 10 separate species, C4H29NO10S in total, with ωB97M-V with the def2-TZVPD basis set.

As for the highest occupied orbital energy: -0.3365 Eh. Its energy above the lowest of the compared OMol25 structures with the same formula, charge and spin is 222.9 kJ/mol. The SMILES is C[C@@H](CS)NCO.O.O.O.O.O.O.O.O.O. The total charge is 0. Its spin multiplicity is 1.

Each line ends with the Löwdin charge.
Geometry (Å):
1 C -2.029 -1.416 -0.033  -0.05
2 C -1.620 0.076 -0.204  -0.43
3 C -2.431 0.873 0.805  -0.51
4 S -4.205 0.818 0.340  0.73
5 N -0.175 0.303 -0.068  -0.02
6 C 0.713 -0.566 -0.779  -0.25
7 O 1.026 -1.827 -0.223  -0.11
8 H -2.800 -1.565 0.709  0.05
9 H -2.538 -1.826 -0.913  0.08
10 H -1.258 -2.138 0.180  0.05
11 H -1.800 0.421 -1.253  0.07
12 H -2.212 1.915 1.057  0.07
13 H -2.430 0.423 1.799  0.07
14 H -4.146 1.184 -0.957  -0.13
15 H 0.088 0.923 0.668  0.08
16 H 1.659 -0.039 -0.907  0.13
17 H 0.203 -0.757 -1.728  0.14
18 H 1.453 -1.754 0.634  0.08
19 O -1.273 3.070 -2.178  -0.04
20 H -0.336 2.926 -1.990  0.05
21 H -1.326 3.574 -2.994  0.06
22 O 0.719 -4.496 0.351  -0.05
23 H 0.545 -4.436 1.308  0.05
24 H 0.068 -3.915 -0.038  0.01
25 O 1.882 4.392 -0.198  -0.05
26 H 1.496 4.745 0.605  0.02
27 H 2.367 3.613 0.090  -0.01
28 O 1.630 0.458 1.919  -0.07
29 H 2.143 0.373 2.726  0.07
30 H 0.766 0.100 2.135  0.06
31 O 0.689 1.946 3.838  -0.04
32 H 1.455 2.095 4.386  0.04
33 H 0.297 2.772 3.525  0.05
34 O 1.822 -3.377 -2.243  -0.08
35 H 1.607 -2.716 -1.552  -0.02
36 H 2.630 -3.864 -2.019  0.04
37 O 3.992 -3.493 0.778  -0.05
38 H 3.783 -2.823 1.431  0.02
39 H 3.166 -3.632 0.295  0.00
40 O -2.285 0.664 -3.206  -0.07
41 H -2.047 -0.212 -2.909  0.02
42 H -1.789 1.295 -2.660  -0.02
43 O 3.372 1.712 0.371  -0.07
44 H 4.147 1.373 0.830  0.04
45 H 2.618 1.382 0.905  -0.01



# 3
Computed, not measured: a cluster of 11 separate species, C4H29NO12 in total, with ωB97M-V with the def2-TZVPD basis set.

As for the highest occupied orbital energy: -0.3492 Eh. Its energy above the lowest of the compared OMol25 structures with the same formula, charge and spin is 229.9 kJ/mol. The SMILES is CC(C)NC(=O)O.O.O.O.O.O.O.O.O.O.O. The total charge is 0. Its spin multiplicity is 1.

Each line ends with the Löwdin charge.
Geometry (Å):
1 C 2.033 -2.798 2.860  -0.03
2 C 2.428 -2.155 1.523  -0.40
3 C 2.678 -3.117 0.326  -0.06
4 N 1.322 -1.357 1.016  0.07
5 C 1.045 -0.034 1.237  -0.56
6 O 1.755 0.597 1.985  0.07
7 O 0.192 0.591 0.378  0.07
8 H 1.424 -2.275 3.576  0.08
9 H 2.926 -2.959 3.416  0.06
10 H 1.530 -3.694 2.468  0.08
11 H 3.244 -1.415 1.645  0.14
12 H 1.701 -3.598 0.208  0.07
13 H 3.457 -3.821 0.712  0.09
14 H 3.045 -2.564 -0.578  0.09
15 H 0.608 -1.878 0.539  0.12
16 H -0.325 0.022 -0.241  0.05
17 O 1.322 -2.317 -2.089  -0.06
18 H 1.252 -3.286 -2.104  0.05
19 H 1.020 -2.056 -2.955  0.03
20 O 1.876 2.706 -1.277  -0.05
21 H 1.325 1.967 -1.028  0.00
22 H 2.518 2.686 -0.547  0.06
23 O -1.554 -0.609 -1.226  -0.03
24 H -1.344 -1.040 -2.050  0.03
25 H -2.136 0.156 -1.426  0.04
26 O -3.738 1.382 1.793  -0.06
27 H -3.223 1.781 1.098  -0.03
28 H -3.559 1.673 2.689  0.06
29 O -2.260 2.511 -0.088  -0.07
30 H -1.602 2.575 -0.797  0.00
31 H -2.009 3.352 0.360  0.10
32 O -0.882 3.641 -2.143  -0.01
33 H -1.004 4.566 -2.275  0.06
34 H -0.045 3.271 -2.399  0.03
35 O -1.325 -0.147 -4.031  -0.04
36 H -1.889 0.054 -4.760  0.04
37 H -1.251 0.546 -3.382  0.00
38 O -4.358 -0.706 2.858  -0.09
39 H -4.015 -0.333 2.027  0.00
40 H -4.050 -1.611 2.731  0.03
41 O -3.165 1.464 -2.817  -0.04
42 H -3.025 2.313 -2.392  0.03
43 H -3.882 1.018 -2.362  0.07
44 O 4.375 1.740 2.680  -0.07
45 H 4.023 0.932 2.299  -0.01
46 H 3.545 2.226 2.546  0.02



# 4
Computed, not measured: a structure of composition C4H2AlO, with ωB97M-V with the def2-TZVPD basis set.

As for the highest occupied orbital energy (alpha / beta): -0.6808 / -0.6801 Eh. The total charge is +2. Its spin multiplicity is 2.

Each line ends with the Mulliken spin population.
Geometry (Å):
1 C -2.382 0.405 -0.423  0.03
2 C -1.538 -0.525 -0.535  -0.01
3 C -0.272 -0.226 -0.264  0.00
4 C 1.077 -0.136 -0.106  0.02
5 O 1.737 -0.729 0.789  0.21
6 Al 3.006 -0.375 1.573  0.74
7 H -3.198 1.071 -0.181  0.00
8 H 1.569 0.516 -0.854  0.01



no.,calculated total energy (eV)
1,-25074.510
2,-37417.622
3,-30679.124
4,-12798.239